Arrangement i

Density functional theory data (ωB97M-V/def2-TZVPD) for a cluster of 3 separate species, C3H11N2O2 in total.

As for the spin multiplicity: 2. As for the gap between HOMO and LUMO (spin up / spin down): 6.96 / 5.17 eV. Its net charge is +2.

Last column: Mulliken charge in e.
Atoms and positions in Å:
N -2.351 1.343 -0.624  -0.365
C 1.235 0.227 -0.624  0.005
C 2.742 -0.113 -0.421  -0.892
C 0.496 0.187 0.608  0.830
N 0.684 -1.050 1.254  -0.405
O -0.242 0.933 1.250  -0.578
H -2.981 2.161 -0.518  0.390
H -2.220 1.164 -1.635  0.374
H -1.408 1.698 -0.248  0.304
H 0.844 0.845 -1.409  0.308
H 2.655 -0.975 0.256  0.401
H 3.222 -0.421 -1.365  0.351
H 3.409 0.609 0.038  0.388
H 0.083 -1.061 2.087  0.301
H 0.678 -1.906 0.682  0.301
H -2.207 -0.424 0.322  0.402
H -2.690 -1.887 0.320  0.374
O -1.948 -1.328 0.027  -0.488

***

Arrangement ii

Density functional theory data (ωB97M-V/def2-TZVPD) for a cluster of 2 separate species, C3H11N2O2 in total.

As for the spin multiplicity: 2. As for the gap between HOMO and LUMO (spin up / spin down): 9.58 / 4.80 eV. Its net charge is +2.

Last column: Mulliken charge in e.
Atoms and positions in Å:
O -1.723 -0.927 1.155  -0.149
C -1.675 0.345 1.060  0.680
N -2.545 1.122 1.633  -0.245
C -0.561 0.898 0.210  -0.479
N 0.460 -0.254 -0.138  -0.156
C 1.805 0.040 0.473  -0.900
H -3.334 0.727 2.146  0.320
H -2.665 2.093 1.355  0.286
H -0.957 1.244 -0.764  0.413
H -0.062 1.664 0.794  0.395
H 0.526 -0.280 -1.163  0.338
H 0.189 -1.153 0.262  0.364
H 2.570 -0.480 -0.112  0.344
H 1.850 -0.402 1.463  0.399
H 1.996 1.106 0.627  0.381
H 2.059 -1.564 -2.852  0.333
H 0.907 -2.321 -3.483  0.332
O 1.162 -1.857 -2.665  -0.656

***

Of them, arrangement ii has the highest stability.

***

Arrangement i

Density functional theory data (ωB97M-V/def2-TZVPD) for an isolated molecule of C3H9N2P.

As for the gap between HOMO and LUMO (spin up / spin down): 8.67 / 6.94 eV.

Last column: Mulliken charge in e.
Atoms and positions in Å:
C 1.205 -0.136 1.029  -0.297
C 0.732 -0.239 -0.482  -0.976
C -1.406 0.775 -1.015  -0.815
N 0.587 -1.196 1.835  -0.607
N -0.665 -0.407 -0.707  0.195
P -1.403 -1.727 -0.132  -0.017
H 2.173 -0.491 1.050  0.351
H 0.904 0.888 1.266  0.340
H 1.235 0.460 -1.050  0.482
H 1.095 -1.259 -0.750  0.304
H -0.904 1.614 -0.481  0.315
H -1.613 0.874 -2.131  0.226
H -2.443 0.722 -0.539  0.299
H 0.151 -0.711 2.545  0.175
H -0.334 -2.560 -0.465  0.026

***

Arrangement ii

Density functional theory data (ωB97M-V/def2-TZVPD) for an isolated molecule of C3H9N2P.

Its SMILES is CN1CCNP1. As for the gap between HOMO and LUMO: 9.09 eV.

Last column: Mulliken charge in e.
Atoms and positions in Å:
C 0.075 0.393 -1.620  -0.745
C -0.895 0.400 -0.364  -0.478
C -0.599 -0.588 1.845  -0.873
N 1.480 0.586 -1.083  -0.400
N -0.098 -0.547 0.490  -0.068
P 1.597 -0.325 0.288  -0.146
H 0.106 -0.631 -2.043  0.324
H -0.154 1.296 -2.173  0.392
H -0.925 1.444 -0.136  0.313
H -1.876 -0.117 -0.453  0.424
H -1.582 -0.206 1.728  0.378
H -0.628 -1.621 2.228  0.241
H 0.041 -0.097 2.599  0.286
H 1.757 1.610 -0.916  0.320
H 1.702 -1.597 -0.391  0.031

***

Of them, arrangement ii has the highest stability.

***

Arrangement i

Density functional theory data (ωB97M-V/def2-TZVPD) for an isolated molecule of C3H7BO3.

Its SMILES is C=COCB(O)O. As for the gap between HOMO and LUMO: 9.33 eV.

Last column: Mulliken charge in e.
Atoms and positions in Å:
B 0.036 0.585 1.433  0.520
C 0.105 1.455 0.197  -0.356
C -0.573 -0.249 -1.394  0.181
C 0.315 -1.192 -1.101  -0.779
O -0.656 0.968 -0.915  -0.375
O 0.975 0.415 2.330  -0.456
O -1.233 -0.077 1.712  -0.602
H -0.612 2.310 0.621  0.173
H 1.069 1.840 -0.144  0.311
H 0.950 -1.192 -0.289  0.243
H -1.162 -0.402 -2.279  0.343
H 0.472 -2.171 -1.650  0.209
H 0.648 0.333 3.215  0.311
H -1.944 0.091 1.187  0.278

***

Arrangement ii

Density functional theory data (ωB97M-V/def2-TZVPD) for a cluster of 2 separate species, C3H7BO3 in total.

Its SMILES is C/C=B/O.O=CO. As for the gap between HOMO and LUMO: 7.98 eV.

Last column: Mulliken charge in e.
Atoms and positions in Å:
B 1.008 1.110 -0.209  0.250
C -2.208 -0.148 -0.380  0.399
C 1.663 -1.514 -0.088  -0.888
C 1.024 -0.183 0.294  -0.331
O -3.156 -0.398 -1.042  -0.494
O -2.157 0.733 0.625  -0.424
O 0.770 2.372 -0.394  -0.514
H -1.165 -0.527 -0.559  0.214
H 1.095 -2.211 -0.715  0.270
H 2.431 -1.221 -0.787  0.265
H 1.933 -2.043 0.870  0.264
H 0.698 -0.068 1.290  0.346
H -3.014 0.977 1.055  0.326
H 1.079 3.122 0.039  0.318

***

Of them, arrangement i has the highest stability.